147
Properties=species:S:1:pos:R:3:lowdin_spin:R:1 method="wB97M-V/def2-TZVPD" orbital_gap_ev="5.9 / 6.0" s_squared=2.01 homo_ev="-10.542 / -10.646" max_force_ev_per_a=4.0 multiplicity=3 charge=+1
H 6.87438 0.18798 -0.09434 0.000
C -2.61223 -5.13007 -4.27512 0.025
I 2.46623 1.61213 4.14954 0.000
H -4.21779 -6.30409 -5.18704 0.001
O -0.56760 3.37251 8.30098 0.000
H -0.85247 -4.73538 -3.07078 0.002
H 2.82520 1.10476 1.13206 0.000
C 3.55394 -4.87379 2.56203 0.000
H -3.02080 2.54145 0.21495 0.000
H -3.27161 2.57925 -3.45826 -0.001
H 4.79019 0.98329 2.14864 0.000
H 0.90165 2.54911 -0.72043 0.000
C 4.83110 -4.23591 5.17920 0.000
O -0.82963 2.91033 -2.91319 0.539
H 0.65620 1.11160 -4.62815 0.002
H 3.64418 3.27782 1.86707 0.000
H -5.17436 -3.93293 -2.76191 0.000
C -5.01791 -3.09839 -3.44219 0.002
H 0.56547 3.23102 5.85425 0.000
Si 4.70898 -2.62190 1.18732 0.000
H 5.75526 -2.49721 4.05602 0.000
C 3.92993 -5.36435 4.99180 0.000
H -1.90791 1.20234 -4.96716 0.002
C -2.08534 0.58243 2.77933 0.000
H 3.19020 -0.81437 1.92577 0.000
C -1.87257 -5.11087 -2.92502 0.014
H -2.16423 3.42112 6.91677 0.000
H -1.93086 -4.21360 -0.97167 0.001
C -3.54164 -1.35108 -4.24832 -0.001
H 7.13371 -1.82100 1.05760 0.000
H -0.92241 1.45137 7.41774 0.000
H -3.26803 4.34734 -3.59773 0.000
C 5.30541 2.50723 0.60280 0.000
H -1.28094 4.42050 -6.79854 0.000
C -0.22214 4.02209 5.88395 0.000
C -0.39096 1.81886 -6.35053 0.001
C -2.74912 -2.83580 -2.40822 0.013
H 2.11643 4.11195 -6.00553 0.000
H -4.01617 0.10961 3.89529 0.000
H 3.02503 -0.96875 0.14645 0.000
O -4.02788 -2.18189 4.50383 0.000
H -0.05598 1.47029 9.08184 0.000
O 0.25132 -0.84610 4.08484 0.000
H -3.50505 -4.69453 -1.56955 0.000
H 0.78570 1.98730 7.58792 0.000
C 2.78444 1.89010 0.34291 0.000
C 6.14606 -1.38536 1.37691 0.000
H -3.71546 -4.29140 4.84742 0.000
H 3.70349 -5.98828 5.88545 0.000
C -2.77801 -1.68421 3.96197 0.000
H 1.63365 2.30616 -2.82022 0.000
H -0.38125 1.00396 0.42543 0.000
C -3.83219 -3.28072 5.33694 0.000
H 4.77229 -2.85037 -1.27437 0.000
H 0.52400 4.78760 -6.18891 0.000
C 0.73218 1.94858 -5.33309 0.015
H -1.43968 4.98416 7.41220 0.000
H 3.03908 1.51773 -0.67950 0.000
C 1.23156 4.42858 -5.44846 0.002
C 3.09057 -1.56946 1.08675 0.000
C -2.92022 -0.09753 3.96276 0.000
C -3.86639 -6.02854 -4.18989 0.001
H 6.55461 1.41083 2.03083 0.000
H -0.21631 4.32546 3.71089 0.000
N -1.25340 4.22596 0.87028 0.000
H 3.09364 -5.05135 1.56574 0.000
H -2.00548 2.25535 5.16206 0.000
H -1.69417 4.90916 4.54374 0.000
C -1.17875 3.92338 7.13384 0.000
H -2.53309 1.96488 -6.41358 0.001
C -3.16186 3.41250 -4.15501 -0.001
H -0.71102 -5.46273 -5.33818 0.000
H -4.71174 -5.58246 -3.67483 0.000
C -1.71332 -5.88856 -5.27545 -0.001
H 1.69277 1.82565 -5.83995 0.001
H 2.58990 -6.55566 3.60059 0.000
H 2.77694 3.09165 -3.89073 0.000
H -0.36363 0.82183 -6.79832 0.001
C 5.62438 1.20174 1.43571 0.000
H -5.57051 -3.28839 -4.36511 0.001
H 0.32958 5.00062 5.97708 0.000
H 2.17994 -2.17755 1.31560 0.000
C 3.29595 -5.70660 3.73354 0.000
H 1.29229 3.41612 0.81509 0.000
H -2.96033 4.50831 -6.40195 0.000
H 5.29053 -3.97638 6.15960 0.000
C 0.70930 3.27877 -4.55849 0.027
C -1.82119 2.76135 4.17081 0.000
N -0.45350 2.36375 2.12269 0.000
O -1.91195 -3.21346 -5.28613 0.578
C -1.73776 2.02864 -5.66628 0.015
H -1.82225 5.48863 -5.49119 0.001
H -1.49899 -0.27153 2.33480 0.000
H -3.64104 -6.95399 -3.65410 0.000
C 5.95802 -0.04708 0.51223 0.000
H -2.14954 -5.88851 -6.27699 0.000
H -4.07784 -1.27551 -5.19738 0.000
H -5.49422 -2.24504 -2.95361 0.000
H 6.27987 -1.08790 2.45618 0.000
H 0.38323 -0.93516 3.11884 0.000
C -1.05205 1.65781 3.29609 0.000
C 3.80851 3.01026 0.79048 0.000
H 1.51670 5.29305 -4.84339 0.001
H -0.24773 2.52815 -7.17033 0.000
H 5.47865 2.36483 -0.49811 0.000
P 0.16341 0.81016 4.48626 0.000
S -2.98061 0.01440 0.11046 0.000
H -1.76401 -6.12861 -2.54125 0.001
O -3.83411 -3.22616 6.52515 0.000
C -3.52668 -2.80504 -3.73215 0.024
H 1.77413 4.07336 -2.82293 0.000
H -2.58346 -2.10973 2.94613 0.000
C 4.77777 -3.60733 -0.43439 0.000
H -2.58140 0.23320 4.97428 0.000
C -3.03002 1.09621 1.63289 0.000
H 3.81197 -4.17466 -0.54784 0.000
N -2.99325 -3.76402 -4.74869 0.336
C -1.51805 2.99452 1.40614 0.000
H -4.09616 1.01337 1.98269 0.000
C 5.09178 -3.39470 4.00963 0.000
C -0.96600 4.04512 4.49097 0.000
H 5.96715 3.35046 0.92461 0.000
H 5.12036 -0.16644 -0.22694 0.000
C 1.27532 2.40832 0.32407 0.000
H -2.84742 2.97952 3.76673 0.000
H -3.26760 -2.23578 -1.65338 0.001
H -4.00185 3.34328 -4.84835 0.000
C -2.55305 -4.24931 -1.87172 0.001
C -0.22121 1.98991 8.10781 0.000
C 4.44920 -3.72569 2.74016 0.000
C 0.30306 1.47612 1.18949 0.000
H 3.63819 3.89440 0.12525 0.000
H -1.26424 5.04201 1.48207 0.000
H -1.97208 -1.92414 4.70811 0.000
H -1.76373 -2.37324 -2.54398 0.002
H 5.68214 -4.24646 -0.56885 0.000
C -1.82256 3.37002 -4.92010 0.026
H -2.53754 -0.94635 -4.38525 -0.001
H -4.04139 -0.69443 -3.53179 0.000
H -1.12680 4.29307 -0.13916 0.001
H -1.77148 -0.62933 0.12764 0.000
N -2.81866 2.51840 1.23301 0.000
H 0.85279 0.63910 1.67819 0.000
N -0.64727 3.61993 -4.02444 0.366
H -1.59535 -6.92824 -4.96438 0.000
C -1.96351 4.50988 -5.95642 0.002
C 1.78002 3.18138 -3.45597 -0.001


177
Properties=species:S:1:pos:R:3:mulliken_charge:R:1 method="wB97M-V/def2-TZVPD" orbital_gap_ev=8.0 homo_ev=-9.748 max_force_ev_per_a=5.4 multiplicity=1 charge=+1
O 9.20170 -1.88052 -1.66428 -0.727
O 5.57046 2.13300 -2.34102 -0.717
H 0.91076 4.34492 7.11578 0.383
C 1.01286 2.91515 5.62643 0.167
O 4.34762 1.32099 1.07308 -0.772
H 4.65629 2.39377 5.14138 0.121
C 5.42079 2.49061 4.36494 -0.339
H -4.01745 0.18564 -1.32306 -0.951
C -4.71566 -2.47965 -5.07707 -0.676
H -2.43033 3.88272 5.49983 0.207
H 1.57076 2.30472 6.32607 0.583
C 0.48390 2.90763 -1.03291 1.681
H 0.96702 4.97587 -0.93156 0.317
H 1.44270 2.62138 4.67747 -0.545
H 1.41083 -4.60743 -2.41187 0.380
H -0.67773 5.53715 0.79827 0.724
C -1.78108 0.94554 -3.82824 0.598
H -6.03486 1.84077 2.20706 0.369
H 5.88461 -3.69527 0.44827 0.364
C 0.84451 -5.08766 -4.49821 -0.740
H -0.07444 -2.38262 -2.64778 -0.380
H -2.38826 3.58424 -5.96242 0.369
O -2.28154 -4.04781 -4.55551 -0.750
H -0.05420 -4.03651 5.57041 0.224
O -5.54081 -1.00419 0.59342 -0.737
H -4.43208 -3.52679 -4.99070 0.410
C 4.77194 0.21783 3.47821 -0.185
C -1.47840 3.91488 6.00943 -0.646
H -4.27851 -3.84169 3.07279 0.583
H -4.61309 4.26860 3.87524 0.400
C -2.87696 -3.30667 -0.02721 0.542
S -0.64434 2.31270 5.76318 0.857
H 2.01836 -3.99287 4.50480 0.437
O -0.88680 1.39101 6.82239 -0.904
H -5.38243 3.29155 0.43878 0.212
C -6.52600 -0.84352 -3.71854 -0.449
H 0.07714 -1.40021 7.14960 0.549
S 4.28757 1.69608 -2.85404 1.230
C -6.06987 2.51837 0.07023 -0.790
H -4.66366 -2.39141 2.27445 0.019
H -1.24905 -2.20900 6.43554 0.292
C 0.03651 4.37801 -0.96416 -1.140
H 4.23443 0.29886 -0.94523 -0.972
O -2.34246 -1.32773 2.13191 -1.031
O -1.32415 0.37665 0.48735 0.164
H -1.12962 0.95933 -5.89884 0.366
O -2.97270 3.06014 -2.59141 -0.618
C -1.88607 3.48168 -5.00803 -1.155
C -4.25970 0.96000 -0.61247 1.718
H 0.91621 -1.51765 -0.59512 -1.183
C 5.89662 1.09464 4.07064 -0.725
H 7.57365 -3.30817 0.77239 0.367
O 0.21210 -0.80834 -0.65850 2.258
H 6.19199 0.59808 5.00175 0.488
O 2.46021 1.41272 2.71095 -0.171
C 4.74018 3.02527 3.07479 -0.971
O -1.70986 -3.20376 3.61233 -0.829
C 1.18262 -2.09288 3.87366 0.354
H -3.86826 -4.94507 0.95010 0.423
O -3.96623 -1.05663 -2.80677 -0.362
H 1.00515 2.75645 -2.00377 0.051
H 4.23659 1.35482 -5.22053 0.487
O 0.17190 -0.62018 1.70858 -0.257
H -6.18008 1.12634 -1.54631 0.100
C -3.41533 2.97041 2.99855 0.498
H -0.49876 -5.05289 -6.20513 0.399
H 1.71096 -5.56262 -4.94241 0.414
I 2.35049 -2.95860 0.52926 -0.624
S 7.76922 -1.81906 -1.87038 1.146
O -1.02232 -1.94498 -5.21180 -0.669
O 0.94062 0.12194 5.39217 -0.751
H 4.81794 -1.32117 -2.50996 -0.790
H -6.20180 0.19005 -3.63663 -0.041
H 0.55572 -2.60875 3.17772 -0.168
H -7.03815 2.98741 -0.17371 0.541
H 5.43817 3.30826 2.28336 0.470
H -3.94259 -1.90493 -5.56230 0.339
C -4.03276 -3.87034 0.87114 -0.933
H 1.11137 -3.73292 6.85581 0.500
H -1.66914 4.10509 0.35727 0.053
H 5.26031 -1.49777 -0.01003 -0.598
H 1.75768 5.01154 5.68317 0.347
H 8.09186 -0.33461 -0.06627 0.522
H -3.03082 -2.21859 -0.09164 -0.550
C -0.40184 4.88653 5.54072 -0.405
C -0.26798 -0.40330 0.53711 -0.472
H 6.22439 3.15597 4.74291 0.411
H 5.69650 0.67326 -4.46141 0.411
C 3.83304 -0.54392 -4.18493 -0.412
O -0.97378 1.94193 4.39568 -0.790
H 2.82177 -0.29090 -4.48599 -0.058
S -2.28807 -2.75776 2.39882 0.694
H 0.21121 0.82193 -4.78649 0.049
H 6.21614 -3.62691 -1.96710 0.276
O -1.08512 -0.58307 4.14141 -1.267
H 3.90943 3.71835 3.26854 0.231
H 2.41127 2.82661 0.08601 0.669
C 0.94908 4.36488 6.01033 -0.755
O -3.47291 2.13962 3.89173 -0.553
Hf -1.64837 0.81921 2.47629 3.699
C 1.72439 -3.02858 4.92998 -0.861
H -2.35878 0.08066 -4.05140 -0.144
H -7.93676 -1.29566 -5.32165 0.316
H -0.61685 -3.03715 0.71675 -0.963
H 6.74606 1.11779 3.38317 0.281
S -1.03220 -3.28714 -4.66443 1.468
C -0.22878 -3.40713 -3.03967 0.221
S 3.88221 1.47285 2.43281 1.028
H 3.10302 -1.73456 -2.54970 -0.398
C 0.12085 -4.34500 -5.62808 -0.950
O -4.11797 2.15866 -4.64547 -0.786
O 7.23114 -1.46221 -3.18535 -0.599
C -0.52860 2.77072 -4.99736 0.104
H -0.55190 4.66025 -1.81512 0.611
S -2.90857 2.45783 -3.93244 1.492
O 3.18438 2.59484 -3.04662 -0.644
H -7.34825 -1.11371 -3.07543 0.554
H 1.82024 -3.32889 -3.56854 -0.279
H 1.86721 -1.46394 3.29607 -0.034
C 7.20383 -0.66652 -0.60350 -0.436
C -1.62317 -3.48257 0.84178 0.010
H 4.02592 -0.19621 4.16406 0.039
O -5.57294 -3.00342 -2.64381 -0.806
H 2.60912 -2.64019 5.44849 0.300
H -0.90782 -3.88585 -2.36213 0.030
H 6.62142 0.13864 -1.06044 -0.065
C -0.16772 -2.03555 6.29812 -1.242
H 0.02984 3.06532 -4.09384 -0.404
O -0.20485 2.41671 2.04129 1.030
H 2.57517 0.51743 -1.54807 -0.740
H 7.84313 -4.17873 -1.37709 0.493
H -6.61815 -0.24315 -5.74664 0.339
C 6.31025 -1.59305 0.25770 0.850
H 0.76866 -3.77244 -6.30177 0.369
H 0.19728 -5.85072 -4.10157 0.366
C 7.07302 -3.38141 -1.32986 -0.670
C 6.73005 -3.07624 0.13277 -0.944
H -6.67561 -3.23898 -5.44221 0.306
O -4.14791 4.38148 3.04035 -0.577
C -0.74074 1.28750 -4.94018 -0.498
H 4.15283 -1.38056 -4.81079 0.553
C -4.00254 -3.24060 2.20158 -0.584
H -5.01001 -3.71366 0.38883 0.456
H -3.35263 1.50628 -0.36212 -0.842
H 0.09944 3.03043 -5.85527 0.575
C 1.35066 2.58273 0.16691 -0.914
H -1.73285 3.94663 7.08664 0.458
C 3.62215 0.35186 -1.81245 1.820
C 0.66490 -3.30009 5.96695 -0.559
H -0.49283 5.05606 4.46847 0.144
H -0.66198 5.80635 6.07919 0.483
O 1.37696 4.41011 2.26522 -0.884
O -3.97490 0.35313 1.98401 -0.930
C -6.10634 -2.37000 -5.71147 -0.839
S -5.07512 -1.86092 -3.36276 1.225
H -0.41578 2.26857 -1.07430 -1.058
C 4.63011 0.75722 -4.39165 -1.007
H 5.07390 -0.53049 2.75379 0.048
S 0.14163 -0.95853 4.85582 1.096
O -2.74675 2.64460 1.92191 -0.854
H 1.35228 1.61095 0.62168 -0.359
H -7.18845 0.90103 1.19643 0.560
H -6.05131 -2.32099 -6.79446 0.438
S -4.93126 0.26451 0.86634 1.791
C -0.65970 4.51770 0.41467 -0.736
H 6.40187 -1.31105 1.30933 0.129
C 3.80525 -0.92984 -2.70690 1.134
H -5.09919 2.55689 -1.86412 0.058
C -5.40331 1.80863 -1.09321 0.059
C 1.08074 -4.11533 -3.31647 -0.024
C -6.25156 1.45428 1.20405 -1.305
S 0.50777 3.59338 1.46394 1.194
C -6.88325 -1.13244 -5.18443 -0.917
H -1.37440 0.87604 -2.83698 -0.319
H -1.96310 4.47459 -4.52768 0.457
H -1.44127 -4.52733 1.11626 0.769
H -2.91028 -3.72564 -1.02576 0.611